The following is a quantum chemistry calculation of C29H31N6O4W as an isolated structure, from OMol25.

Each line ends with the Mulliken charge.
Cartesian coordinates (Å):
W: 0.813 -0.466 0.147  1.3669
O: 1.180 3.332 3.772  -0.7269
C: 1.094 3.938 2.570  0.7078
C: 1.195 5.332 2.547  -0.7232
C: 1.102 6.027 1.355  -0.3693
C: 0.913 5.346 0.158  -0.8542
C: 0.813 3.964 0.183  -1.0162
C: 0.892 3.245 1.369  0.0219
C: 0.773 1.743 1.264  2.3272
O: 1.779 1.209 0.385  -0.7067
N: 0.940 1.067 2.543  -1.4510
N: 0.936 -0.190 2.213  0.5720
C: 1.100 -1.202 3.080  -0.7084
C: 1.041 -2.440 2.456  0.8869
C: 1.163 -3.705 3.092  -1.2621
C: 1.071 -4.851 2.365  -0.0587
C: 0.859 -4.773 0.968  -1.0597
C: 0.753 -3.537 0.397  -0.1198
N: 0.826 -2.382 1.098  0.1904
H: 1.133 2.348 3.607  0.5780
H: 1.343 5.844 3.489  0.4233
H: 1.180 7.109 1.361  0.3606
H: 0.844 5.885 -0.778  0.3907
H: 0.660 3.397 -0.727  0.2679
H: 1.247 -1.030 4.136  0.3722
H: 1.326 -3.728 4.162  0.4346
H: 1.161 -5.815 2.851  0.3920
H: 0.786 -5.658 0.354  0.4158
H: 0.600 -3.430 -0.670  0.3624
C: 5.101 -0.617 -0.463  -1.5000
C: 3.660 -0.642 -0.886  1.3072
O: 2.850 -1.088 -0.014  -0.7585
C: 3.303 -0.225 -2.165  -1.4955
C: 2.018 -0.348 -2.707  1.3050
C: 1.842 -0.176 -4.187  -1.5657
N: 0.962 -0.643 -1.961  0.4040
N: -0.187 -0.977 -2.688  -0.9563
C: -1.108 -1.335 -1.856  -0.1735
O: -0.936 -1.355 -0.566  -0.8066
C: -2.423 -1.791 -2.380  0.7502
C: -2.681 -1.825 -3.748  -0.5015
C: -3.913 -2.253 -4.214  -0.6590
C: -4.899 -2.652 -3.319  -0.3857
C: -4.645 -2.619 -1.956  -0.9008
C: -3.411 -2.190 -1.487  0.0570
H: 5.203 0.126 0.331  0.3166
H: 5.775 -0.367 -1.280  0.3894
H: 5.366 -1.587 -0.043  0.3011
H: 4.094 0.096 -2.827  0.2490
H: 2.766 0.182 -4.637  0.4314
H: 1.028 0.519 -4.391  0.3234
H: 1.561 -1.126 -4.641  0.2951
H: -1.904 -1.510 -4.431  0.4650
H: -4.107 -2.275 -5.280  0.3902
H: -5.862 -2.985 -3.685  0.3748
H: -5.410 -2.925 -1.253  0.3974
H: -3.199 -2.154 -0.426  0.4003
C: -1.965 2.548 1.894  -2.0096
C: -1.735 1.253 1.105  2.1317
C: -2.089 0.074 2.030  -1.8142
C: -2.703 1.279 -0.085  -1.7119
N: -0.373 1.174 0.547  -0.2639
H: -3.015 2.584 2.198  0.6029
H: -1.754 3.426 1.282  0.3596
H: -1.351 2.597 2.794  0.2379
H: -3.149 0.119 2.300  0.5056
H: -1.503 0.107 2.949  0.2864
H: -1.895 -0.877 1.535  0.2078
H: -3.737 1.308 0.270  0.4131
H: -2.581 0.402 -0.715  0.2285
H: -2.518 2.167 -0.692  0.3576

HOMO energy (alpha / beta): -3.4 / -3.4 eV
frontier orbital gap (alpha / beta): 6.10 / 6.09 eV
net charge: -1